No. 1
# C5H9N

The molecule C5H9N (ωB97M-V with the def2-TZVPD basis set, OMol25).

Cartesian coordinates (Å):
C 1.7539 -0.0215 -0.0527
C 0.2308 -0.1694 -0.1261
C -0.6974 -0.1024 1.1093
N -1.7531 0.5443 0.2760
C -0.6786 0.9834 -0.6529
C 0.0060 -1.3279 -1.0297
H 2.1723 0.0189 -1.0622
H 2.2017 -0.8848 0.4531
H 2.0492 0.8782 0.4953
H -0.9719 -1.0531 1.5826
H -0.3869 0.6115 1.8820
H -0.3111 1.9670 -0.3336
H -0.9263 1.0083 -1.7189
H -2.2632 -0.1965 -0.2097
H -0.5464 -2.0963 -0.4350

Cartesian forces, eV/Å:
C 0.1 0.1 0.0
C 0.1 -0.2 -0.2
C 0.0 -0.2 0.2
N -0.2 0.0 0.0
C 0.1 0.2 -0.2
C 0.0 -0.1 0.3
H -0.1 0.1 0.1
H -0.1 0.1 0.0
H -0.2 -0.1 0.0
H 0.0 0.2 -0.1
H 0.1 -0.1 -0.1
H 0.1 -0.2 -0.1
H 0.0 0.0 0.2
H 0.0 0.2 0.2
H 0.0 0.1 -0.3

Computed properties:
- HOMO-LUMO gap (alpha / beta) (eV) = 8.23 / 8.26
- energy above the lowest of the compared OMol25 structures with the same formula, charge and spin (kcal/mol) = 121.8
- largest force on an atom (Eh/bohr) = 0.006
- LUMO level (alpha / beta) (eV) = -0.6 / -0.6
- E_HOMO (alpha / beta) (eV) = -8.8 / -8.9

=====

No. 2
# C5H9N

A cluster of 2 separate species, C5H9N in total (ωB97M-V with the def2-TZVPD basis set, OMol25).

Cartesian coordinates (Å):
C -0.6758 1.0821 0.6423
C -2.1566 -0.6364 -0.3590
C -1.1381 -0.3292 0.4352
N 1.1489 -0.8143 -1.1114
C 2.0604 -0.7596 0.1037
C 1.7778 0.2467 -0.8934
H -1.1687 1.7497 -0.0720
H -0.9274 1.4031 1.6581
H -2.5736 -1.6366 -0.4068
H -2.6167 0.1250 -0.9860
H -0.6518 -1.1140 1.0179
H 1.5923 -0.7247 1.0922
H 2.9634 -1.3599 0.0370
H 1.8946 1.2401 -1.3094
H 0.4048 1.2172 0.5311

Cartesian forces, eV/Å:
C 0.0 0.1 0.0
C 0.0 0.0 0.1
C -0.3 0.0 0.0
N 0.4 0.4 -0.2
C 0.3 -0.2 0.3
C -0.1 -0.3 -0.3
H 0.0 0.0 0.2
H 0.0 0.1 -0.1
H 0.2 0.0 -0.1
H 0.0 -0.1 0.2
H -0.2 0.2 0.0
H 0.0 0.0 -0.3
H 0.0 0.1 0.1
H 0.0 -0.2 0.0
H -0.2 -0.1 0.2

Computed properties:
- HOMO-LUMO gap (eV) = 10.54
- energy above the lowest of the compared OMol25 structures with the same formula, charge and spin (kcal/mol) = 75.2
- structure (SMILES) = C1=NC1.C=CC
- largest force on an atom (Eh/bohr) = 0.011
- LUMO level (eV) = 1.1
- E_HOMO (eV) = -9.4

=====

> What is the formula in the first record?

C5H9N

=====

> Look up the largest force on an atom of the first one.

0.006 Eh/bohr

=====

> Which of these has the highest largest force on an atom?

number 2